Formula: C40H62CsN9O7P2S2
Source: the Open Molecules 2025 dataset
Level of theory: ωB97M-V/def2-TZVPD

Output
Total energy   -111030.1753 eV
Kohn-Sham gap   7.770 eV
E_LUMO   0.0059 hartree
Energy above the lowest of the compared OMol25 structures with the same formula, charge and spin   19.0 kcal/mol

XYZ file:
```
123
Properties=species:S:1:pos:R:3:forces:R:3:lowdin_charge:R:1
Cs -1.0278 0.1212 -0.2802 1.0 -1.0 1.4 1.3890
O -1.9818 -3.3797 -0.3174 0.0 0.1 0.0 -0.0091
C -2.6789 -2.4117 0.0191 -0.3 -0.2 0.1 -0.6181
N -3.4544 -1.5927 -0.6861 -0.1 -0.2 -0.1 0.0854
C -3.5926 -1.6271 -2.0375 0.0 -0.1 0.0 -0.4666
O -4.6587 -1.3597 -2.5845 0.1 0.0 0.0 0.0214
C -2.4322 -1.9054 -2.9999 -0.1 0.0 0.1 -0.2025
C -2.7597 -2.4055 -4.2575 0.0 -0.1 0.0 -0.0027
C -1.7488 -2.6354 -5.1729 0.1 0.0 0.0 -0.0635
C -0.4439 -2.3227 -4.8167 0.0 0.0 0.0 -0.0786
C -0.2154 -1.8014 -3.5524 -0.2 0.0 -0.2 -0.1654
N -1.1808 -1.6118 -2.6527 0.0 -0.2 -0.2 0.0284
C -2.8261 -2.1449 1.5301 -0.1 -0.2 -0.2 -0.2465
C -2.9553 -3.2583 2.3585 0.0 0.1 0.0 -0.0151
C -3.2470 -3.0667 3.6964 0.0 0.0 0.0 -0.0759
C -3.3553 -1.7691 4.1779 0.0 0.0 0.0 -0.0864
C -3.1603 -0.7249 3.2864 0.1 -0.1 0.1 -0.1715
N -2.9129 -0.8963 1.9902 -0.1 0.0 0.0 0.0622
H -3.7984 -2.5976 -4.4818 0.0 0.0 0.0 0.1146
H -1.9729 -3.0448 -6.1504 0.0 0.0 0.0 0.1040
H 0.3841 -2.4778 -5.4961 0.0 0.0 0.0 0.1013
H 0.7912 -1.5470 -3.2468 0.0 0.0 0.0 0.0931
H -2.8421 -4.2405 1.9218 0.0 0.0 0.0 0.1180
H -3.3926 -3.9140 4.3558 0.0 0.0 0.0 0.1051
H -3.5925 -1.5632 5.2135 0.0 0.0 0.0 0.0993
H -3.2210 0.3044 3.6314 0.0 0.0 0.0 0.0993
O 1.5087 3.6399 2.5566 -0.2 0.0 0.0 -0.5282
S 2.8027 3.4782 3.2718 0.1 0.0 -0.1 0.9678
C 2.5640 2.1657 4.5009 0.1 0.1 0.2 -0.3306
C 2.3488 0.7600 3.9679 0.2 -0.1 0.1 -0.2249
C 1.7314 -0.1602 5.0433 0.1 0.1 0.0 -0.2141
C 0.3170 -0.5926 4.7030 0.0 -0.2 0.3 -0.3039
S 0.1499 -1.6569 3.2323 0.0 -0.2 -0.1 0.9748
O 0.4171 -0.8164 2.0352 0.1 0.2 0.1 -0.6614
C 1.6464 -2.6202 3.4538 -0.1 -0.1 -0.1 -0.3800
C 1.6789 -3.6304 4.4003 0.1 -0.1 0.0 -0.0792
C 2.8401 -4.3768 4.5510 -0.1 0.0 0.0 -0.0715
C 3.9418 -4.1178 3.7464 0.0 0.0 0.0 -0.0756
C 3.8876 -3.1143 2.7861 0.0 0.0 0.1 -0.0748
C 2.7341 -2.3596 2.6336 -0.1 0.1 0.1 -0.0988
C 3.8586 2.5537 2.1582 0.0 0.0 0.0 -0.3982
C 3.2994 2.0773 0.9852 0.0 0.0 0.0 -0.0625
C 4.0956 1.3554 0.1076 0.0 0.0 0.0 -0.0604
C 5.4279 1.1134 0.4135 0.0 0.0 0.0 -0.0799
C 5.9781 1.6051 1.5936 0.0 0.0 0.0 -0.0804
C 5.1937 2.3401 2.4691 0.0 0.0 0.0 -0.0916
H 1.7103 2.5337 5.0777 0.0 0.0 0.0 0.0936
H 3.4420 2.2033 5.1542 0.0 0.1 0.0 0.0958
H 3.3229 0.3700 3.6669 -0.1 -0.1 -0.1 0.1114
H 1.7277 0.7666 3.0708 0.0 0.1 0.1 0.0941
H 1.7290 0.3432 6.0152 -0.1 0.0 0.0 0.1142
H 2.3386 -1.0567 5.1905 0.0 0.1 0.0 0.1024
H -0.3512 0.2486 4.4975 0.0 0.0 -0.1 0.0980
H -0.1332 -1.1767 5.5119 0.0 0.0 0.0 0.0931
H 0.8037 -3.8413 5.0041 0.0 0.0 0.0 0.1154
H 2.8787 -5.1721 5.2838 0.0 0.0 0.0 0.1056
H 4.8400 -4.7110 3.8582 0.0 0.0 0.0 0.1044
H 4.7442 -2.9209 2.1520 0.0 0.0 0.0 0.1105
H 2.6448 -1.5865 1.8785 0.0 0.1 0.1 0.0920
H 2.2538 2.2757 0.7782 0.0 0.0 -0.1 0.1008
H 3.6651 0.9931 -0.8174 0.0 -0.1 0.0 0.1072
H 6.0460 0.5514 -0.2750 0.0 0.0 0.0 0.1023
H 7.0200 1.4261 1.8247 0.0 0.0 0.0 0.1035
H 5.6193 2.7434 3.3814 0.0 0.0 0.0 0.1113
C -5.2551 1.7466 -2.8670 0.0 0.0 0.0 -0.0782
N -4.1744 2.5522 -3.4359 -0.1 0.0 0.1 -0.2941
C -4.5902 3.6792 -4.2502 0.0 0.0 0.0 -0.0950
P -2.6374 2.3166 -2.9475 -0.2 0.2 0.0 0.4622
O -2.4964 1.0982 -2.1405 -0.8 0.4 -0.9 -0.4841
O -2.1907 3.6231 -2.0702 0.1 0.0 -0.1 -0.2674
P -1.2111 3.5151 -0.7800 0.0 -0.2 -0.3 0.4111
O -0.1267 2.5272 -0.9640 0.3 1.2 -0.1 -0.4849
N -2.2794 3.1417 0.4137 0.2 0.2 0.0 -0.3092
C -1.7050 3.0406 1.7531 -0.1 0.0 0.0 -0.0974
C -3.7220 3.2854 0.3676 -0.1 -0.1 0.0 -0.0772
N -0.6041 5.0173 -0.5650 -0.1 0.0 0.0 -0.2896
C 0.8036 5.3301 -0.7307 0.0 0.0 0.0 -0.0848
C -1.4804 6.1482 -0.3408 -0.1 0.0 0.1 -0.0882
N -1.7098 2.4912 -4.2926 0.0 0.1 -0.1 -0.2835
C -0.3412 2.9778 -4.2050 0.1 0.0 0.0 -0.0891
C -1.8802 1.4301 -5.2887 0.0 0.0 0.0 -0.0769
H -5.8661 1.3329 -3.6711 0.0 0.0 0.0 0.0914
H -5.8941 2.3618 -2.2239 0.0 0.0 0.0 0.0838
H -4.8456 0.9087 -2.3065 -0.1 0.1 0.0 0.0578
H -5.1871 3.3283 -5.0963 0.0 0.0 0.0 0.0858
H -3.7184 4.2049 -4.6337 0.0 0.0 0.0 0.0766
H -5.2005 4.3801 -3.6709 0.0 0.0 0.0 0.0843
H -0.6255 2.9227 1.6976 0.1 0.0 0.0 0.0528
H -2.1262 2.1690 2.2643 0.0 0.0 0.0 0.0733
H -1.9153 3.9378 2.3454 0.0 0.0 0.0 0.0945
H -4.0841 3.2453 -0.6556 0.0 0.0 0.0 0.0620
H -4.0512 4.2264 0.8252 0.0 0.0 0.0 0.0851
H -4.1792 2.4568 0.9139 0.0 0.0 0.0 0.0987
H 1.3673 4.4081 -0.8348 0.0 0.0 0.0 0.0698
H 1.1676 5.8528 0.1562 0.0 0.0 0.0 0.0864
H 0.9634 5.9628 -1.6104 0.0 0.0 0.0 0.0852
H -2.5157 5.8164 -0.2639 0.0 0.0 0.0 0.0715
H -1.4187 6.8668 -1.1644 0.0 0.0 0.0 0.0887
H -1.2137 6.6617 0.5872 0.0 0.0 0.0 0.0895
H -0.2797 3.8154 -3.5146 0.0 0.0 -0.1 0.0670
H -0.0346 3.3192 -5.1951 0.0 0.0 0.0 0.0872
H 0.3530 2.2012 -3.8673 0.0 0.0 0.0 0.0923
H -2.9123 1.0847 -5.2913 0.0 0.0 0.0 0.0861
H -1.2332 0.5695 -5.0809 0.0 0.1 0.0 0.0787
H -1.6395 1.8268 -6.2768 0.0 0.0 0.0 0.0868
C 1.2842 -4.9421 -2.5476 0.0 0.0 0.0 -0.0412
C 2.2456 -4.3356 -1.5307 0.0 0.0 0.0 -0.6301
C 1.9731 -4.9547 -0.1543 0.0 0.0 0.1 -0.0342
C 3.6907 -4.5814 -1.9501 0.0 0.0 0.0 -0.0509
N 1.9792 -2.8859 -1.5568 0.0 0.0 0.1 -0.0777
N 2.6704 -2.1010 -0.5962 0.0 0.1 0.2 0.0312
H 1.4230 -6.0229 -2.6090 0.0 0.0 0.0 0.0855
H 1.4518 -4.5098 -3.5352 0.0 0.0 0.0 0.0767
H 0.2473 -4.7466 -2.2619 0.0 0.0 0.0 0.0882
H 2.0409 -6.0432 -0.2116 0.0 0.0 0.0 0.0857
H 0.9692 -4.6921 0.1888 0.0 0.0 0.0 0.0906
H 2.6936 -4.6340 0.6034 0.0 0.0 0.0 0.0584
H 3.9034 -5.6515 -1.9827 0.0 0.0 0.0 0.0830
H 4.3882 -4.1253 -1.2436 0.0 0.0 0.0 0.0675
H 3.8727 -4.1585 -2.9395 0.0 0.0 0.0 0.0820
H 0.9872 -2.7585 -1.3686 0.0 0.0 0.0 0.0855
H 3.5586 -1.7793 -0.9588 0.0 -0.1 -0.3 0.0681
H 2.8629 -2.6190 0.2548 -0.1 -0.1 -0.1 0.0210
```
Positions in Å, forces in eV/Å.

***

Formula: C26H44BrFIN3O7P
Source: the Open Molecules 2025 dataset
Level of theory: ωB97M-V/def2-TZVPD

Output
Total energy   -136601.1288 eV
Charge   +1
Kohn-Sham gap   8.020 eV
E_LUMO   -0.1300 hartree

XYZ file:
```
84
Properties=species:S:1:pos:R:3:forces:R:3:lowdin_charge:R:1
C -1.6799 5.1335 3.6150 0.2 0.9 1.1 -0.1826
N -1.8359 5.0382 2.1504 0.7 -1.0 -0.3 -0.1611
C -0.8437 4.2025 1.3995 0.5 2.5 -1.2 -0.2146
C -0.8327 2.6016 1.6301 -0.1 1.1 3.9 -0.2403
C 0.6410 2.0773 2.0171 -1.4 -1.6 -1.0 -0.8627
I 1.1571 2.9202 4.0473 -0.2 -0.7 -0.9 0.9617
P 2.1891 2.7265 1.1092 1.8 1.9 -0.8 0.6230
O 1.7952 3.7735 -0.2650 0.1 -0.9 1.8 -0.4047
Br 3.2662 0.8111 0.3473 -0.9 0.9 0.0 0.3381
O 0.7237 0.6164 2.0045 -2.6 0.9 0.5 -0.2401
C -0.5342 -0.0527 2.3152 1.6 -1.3 1.6 -0.2454
F -0.8266 0.2861 3.7642 0.1 0.0 -3.3 -0.0768
C -0.2245 -1.6527 2.4264 0.6 -0.8 0.4 -0.0749
C 0.6363 -2.0357 3.8090 0.1 -0.1 -0.5 -0.1248
C 1.5725 -3.3821 3.5500 1.0 0.7 -0.1 -0.2043
O 1.0513 -4.2825 2.5107 0.8 -0.2 1.6 -0.2848
C 1.3396 -5.6969 2.7957 -0.8 -0.9 -1.0 -0.1198
C -1.8086 0.3641 1.3094 -2.5 -3.9 3.4 -0.2084
O -2.8878 0.5025 2.3651 1.1 0.5 -1.6 -0.0539
C -2.4270 -0.8930 0.4649 -1.9 -5.1 -3.6 -0.0390
C -1.5980 -2.0009 -0.4715 -1.7 -0.2 0.1 -0.0221
C -2.2107 -3.2785 -1.2621 -2.7 2.0 1.9 -0.0473
C -3.8044 -3.6212 -1.1854 2.3 3.6 2.2 -0.0348
C -4.7068 -2.6350 -0.2482 3.7 0.2 -0.7 -0.0508
C -4.0434 -1.3642 0.5201 0.9 -1.3 -1.0 -0.0151
N -1.6444 1.7102 0.6466 0.1 2.1 0.4 -0.1119
C -1.0379 1.8111 -0.7079 1.2 0.5 -5.1 -0.1238
C 0.0321 0.7519 -1.2813 -0.5 -1.5 -2.1 -0.1817
C 1.0741 1.3512 -2.4522 0.3 -1.7 -0.1 -0.1318
C 1.7292 -0.0303 -3.1361 0.9 0.5 1.9 -0.2230
O 1.9933 0.1037 -4.5754 2.5 -4.0 1.3 -0.0971
C 2.9147 -1.0429 -4.8746 0.2 0.2 -8.4 -0.1162
O 3.1559 -1.3180 -6.1851 -1.5 1.8 9.2 -0.0456
C -2.9533 2.5173 0.4996 -3.2 1.7 0.0 -0.0710
C -4.2814 1.8277 -0.0940 -5.8 -1.9 1.8 -0.2685
C -4.5721 1.2213 -1.5948 2.0 0.1 -0.1 -0.0738
N -5.4055 1.7664 0.7460 5.4 0.5 -2.9 0.1021
H -0.5726 5.4639 3.8688 -2.3 -0.7 -0.6 0.0635
H -1.8802 4.1327 4.1911 0.2 1.8 -0.8 0.0723
H -2.3780 6.0170 4.0096 1.4 -2.2 -0.8 0.1183
H -2.7963 5.0420 1.7729 1.0 -0.1 0.6 0.1061
H 0.2118 4.6695 1.7171 -2.2 -1.4 -0.6 0.1153
H -0.9651 4.5606 0.2655 0.4 -1.2 2.4 0.1439
H -1.4267 2.5370 2.6716 1.1 -0.3 -2.4 0.1471
H 2.1457 4.6779 -0.0091 -0.4 -1.6 -0.3 0.0731
H 0.4583 -1.9466 1.5036 -1.7 0.5 1.9 0.1312
H -1.1993 -2.3385 2.5001 2.1 1.9 -0.7 0.1544
H -0.0848 -2.2073 4.7311 1.5 0.5 -2.1 0.1298
H 1.3693 -1.1419 4.0028 -1.4 -1.8 -0.1 0.1181
H 2.6153 -2.9700 3.1674 -2.0 -0.9 0.8 0.1351
H 1.7756 -3.9840 4.5326 -0.6 1.3 -1.7 0.1309
H 2.4503 -5.9316 3.0807 -2.1 0.7 -0.3 0.1067
H 1.1241 -6.2884 1.7838 0.5 1.4 2.2 0.1106
H 0.5407 -6.0675 3.5670 1.8 0.5 -1.1 0.1058
H -3.0400 -0.3667 2.8268 0.6 1.1 -0.9 0.1350
H -0.4141 -1.8721 -0.5712 -3.0 -0.4 0.2 0.0851
H -1.5192 -4.0014 -1.9139 -1.5 2.0 1.7 0.1095
H -4.2069 -4.5494 -1.7980 0.7 2.3 1.6 0.1072
H -5.8708 -2.8773 -0.1333 2.9 0.8 -0.1 0.1089
H -4.8207 -0.7457 1.1863 2.1 -1.4 -1.7 0.0989
H -0.5166 2.8603 -0.9587 -1.3 -2.0 1.6 0.1516
H -1.9225 1.8285 -1.5150 1.8 -0.4 2.0 0.1494
H 0.5807 0.0614 -0.5183 -0.8 1.7 -1.2 0.0758
H -0.5900 0.0028 -1.9806 1.2 1.5 1.9 0.1128
H 1.9883 1.9211 -2.0259 -2.0 -0.6 -0.8 0.0646
H 0.5151 1.9224 -3.3060 1.0 -0.9 1.8 0.1358
H 2.7883 -0.1961 -2.6104 -2.3 0.4 -0.9 0.1065
H 1.1088 -0.9939 -2.9045 0.8 1.9 -0.6 0.1299
H 3.4423 -1.6926 -4.0543 -1.3 1.6 -1.1 0.1583
H -2.7779 3.4069 -0.2837 0.1 -2.0 2.1 0.1699
H -3.2631 2.9343 1.5753 0.7 -1.1 -2.6 0.1610
H -4.2911 2.0392 -2.3824 -0.5 -1.6 1.3 0.0876
H -3.8634 0.2737 -1.7448 -1.5 2.1 0.1 0.0826
H -5.6705 0.8851 -1.7987 2.1 0.8 0.9 0.0965
H -6.1998 1.2992 0.2636 0.8 0.6 0.0 0.0448
C 6.8389 -1.4628 -3.7072 0.1 0.1 0.3 -0.0964
C 7.3357 -2.0889 -4.9938 -0.4 0.1 0.0 -0.3198
O 6.4514 -3.1215 -5.4038 -0.3 -0.1 0.0 -0.0862
H 6.7644 -2.2165 -2.9163 0.1 0.1 -0.1 0.0783
H 7.5121 -0.6676 -3.3751 -0.1 0.0 0.0 0.0761
H 5.8367 -1.0430 -3.8424 0.1 0.1 -0.1 0.0472
H 8.3278 -2.5264 -4.8487 -0.2 -0.1 -0.1 0.1164
H 7.4004 -1.3442 -5.7932 0.2 0.1 0.1 0.1117
H 5.5753 -2.7210 -5.5382 0.4 -0.2 -0.1 0.0660
```
Positions in Å, forces in eV/Å.

***

Computed values of HOMO (unit: eV) for the preceding records, in sequence: -7.61; -11.56.